Run one
7 unconnected molecules or ions with the total composition C11H36O7. Source: OMol25; level of theory: ωB97M-V/def2-TZVPD.

SMILES: CCO.CCO.CCO.CCO.CO.CO.CO
LUMO level, eV: 0.669
HOMO, eV: -9.4
Kohn-Sham gap, eV: 10.061
Total charge: 0

Each line ends with the Löwdin charge.
Positions of all 54 atoms, in Å:
H -2.19106 -1.13296 2.17424  0.058
C 0.28354 -0.19735 -0.47765  -0.127
C 3.27528 -0.80948 2.15922  -0.093
H -3.23365 1.25459 0.50663  0.056
C -3.35891 -1.02750 -1.62159  -0.090
H 3.59851 0.22313 2.05883  0.071
H 0.87606 4.27341 2.86254  0.075
H 2.59802 4.28828 2.52637  0.074
H 2.90814 -1.50334 -0.25181  0.036
H -3.55603 0.01861 -1.37270  0.063
H -1.59062 3.51338 1.74207  0.110
O 2.36148 -0.10303 -3.22630  -0.102
H 4.93555 -0.44861 -3.04733  0.083
C -1.65389 2.54315 1.23637  -0.302
C 4.05833 -1.74370 1.28254  -0.344
H 5.15954 -1.65298 -4.29261  0.080
H -3.63988 -2.16149 2.08477  0.076
O -3.56663 -0.69888 3.59127  -0.134
H -3.55829 2.99040 0.46200  0.081
C 4.57857 -0.76858 -4.03084  -0.085
C -3.11604 2.18935 1.05490  -0.069
H -4.54844 -2.64342 -2.39142  0.109
H -4.60314 -1.15332 -3.36932  0.108
O -5.71519 -1.09938 -1.60951  -0.084
O 1.75969 2.44198 2.38547  -0.135
H -0.44591 -0.68358 0.16257  0.068
H 1.43867 4.12289 1.18207  0.074
H -0.20498 0.23775 -1.35319  0.080
H -3.59796 2.06447 2.02490  0.078
H -2.46666 -2.43370 3.38509  0.078
H -3.27326 -1.54694 -0.66370  0.068
O -0.91268 1.56907 1.96189  -0.104
H 3.33783 -1.09974 3.21588  0.077
H 5.12525 -1.60745 1.48843  0.109
H 2.69625 0.76821 -3.45102  0.093
H 2.65542 -1.22943 -4.93686  0.111
O 3.86558 -1.50289 -0.09099  -0.090
H -1.34781 1.33791 2.78980  0.099
H 1.68053 -0.86845 -1.69341  0.028
H 0.86473 2.08021 2.34448  0.023
H 0.82801 0.55973 0.08833  0.072
C 3.11949 -1.10088 -3.95205  -0.286
H 2.92626 -2.03392 -3.42283  0.116
H -2.42342 -1.10333 -2.16710  0.072
H 4.79501 0.03329 -4.73744  0.075
H 3.85417 -2.79060 1.54580  0.107
H -6.51202 -1.49037 -1.97956  0.080
C 1.65337 3.84208 2.21804  -0.174
H -4.39483 -1.03389 3.94229  0.072
H -1.17850 2.62804 0.25975  0.115
O 1.16894 -1.22147 -0.94929  -0.155
C -4.58164 -1.55011 -2.34806  -0.324
C -2.93324 -1.66992 2.75798  -0.145
H 2.20244 -0.86925 1.94207  0.068

=====

Run two
7 unconnected molecules or ions with the total composition C11H36O7. Source: OMol25; level of theory: ωB97M-V/def2-TZVPD.

SMILES: CCO.CCO.CCO.CCO.CO.CO.CO
LUMO level, eV: 0.492
HOMO, eV: -9.8
Kohn-Sham gap, eV: 10.249
Total charge: 0

Each line ends with the Löwdin charge.
Positions of all 54 atoms, in Å:
C 8.69242 12.53780 6.69818  -0.433
O 7.12906 9.38086 10.32382  -0.166
C 9.09148 11.38656 5.84716  -0.074
O 4.83722 8.28116 9.33884  -0.144
H 5.31200 10.11584 12.99842  0.075
H 6.19650 10.86486 14.30014  0.077
H 8.94408 9.62576 9.63904  0.076
H 5.87850 6.54428 9.42313  0.074
O 9.77042 11.65694 13.94104  -0.088
H 10.10966 12.71302 11.59558  0.081
C 10.84594 11.39812 13.04252  -0.334
C 6.28296 5.53124 12.99472  -0.079
H 5.24438 10.15626 6.71720  0.072
H 9.75740 11.00498 11.25274  0.057
H 10.11378 11.18062 14.70052  0.078
H 5.79540 12.68718 12.88404  0.110
C 10.51114 11.70002 11.62274  -0.080
C 6.83202 6.94840 12.94192  -0.357
H 7.35284 7.75972 11.33686  0.028
H 6.03850 7.69566 12.94818  0.099
H 8.12649 8.29694 8.78230  0.099
H 11.06520 10.33283 13.11450  0.115
O 9.70558 13.39700 6.75746  -0.038
C 6.40714 11.91204 12.42246  -0.295
H 7.65934 9.94861 8.43196  0.075
H 8.28596 10.68890 5.61796  0.073
H 7.38070 12.39002 12.53122  0.100
H 7.31412 7.16890 13.89430  0.103
O 6.16350 11.78396 11.05104  -0.079
H 5.68778 8.69426 9.50468  0.001
C 6.25548 10.60352 13.24358  -0.063
H 11.39546 11.64060 10.98828  0.084
H 5.80450 5.44328 13.97012  0.071
H 9.43414 11.80356 4.90018  0.086
H 7.05394 9.87450 13.10538  0.057
H 7.02544 10.29130 10.61010  0.044
O 5.29512 11.65008 5.20259  -0.130
H 8.38395 12.36060 7.72850  0.105
H 7.78274 12.93198 6.24516  0.101
O 7.74316 7.08276 11.89452  -0.068
H 5.46882 5.43770 12.27602  0.049
H 11.62436 12.05104 13.43736  0.113
C 7.99472 9.28314 9.22744  -0.112
H 9.41191 14.28070 6.99076  0.101
H 3.87478 11.13686 6.67250  0.073
H 4.63320 6.62182 10.62424  0.051
C 4.84189 6.84364 9.57766  -0.120
H 7.03326 4.76024 12.81944  0.080
H 4.16312 6.21788 8.99816  0.076
H 5.43628 11.81270 7.26642  0.066
C 4.95238 11.18704 6.51640  -0.151
H 5.23172 11.87820 10.84016  0.110
H 5.16626 12.59046 5.05875  0.072
H 9.86009 10.85050 6.40390  0.078

=====

Which of them is least stable? Easy: run two.

=====

Run one
3 unconnected molecules or ions with the total composition C6H15NO. Source: OMol25; level of theory: ωB97M-V/def2-TZVPD.

LUMO level (spin up / spin down), eV: -0.742 / -0.743
HOMO (spin up / spin down), eV: -8.3 / -8.3
Kohn-Sham gap (spin up / spin down), eV: 7.521 / 7.521
Total charge: 0

Each line ends with the Löwdin charge.
Positions of all 23 atoms, in Å:
H 0.69850 0.27433 -0.01307  0.079
C -0.94612 -1.36345 -0.03985  -0.153
H 2.18853 -1.21295 0.82953  0.041
C -0.07478 -2.44267 -0.57259  -0.074
H 0.49156 -2.09025 -1.43638  0.099
C -1.58953 -0.44767 -0.89362  -0.077
N 1.69620 -0.72665 1.58169  0.093
H 0.22457 1.93220 1.89211  0.072
H -0.70448 -3.27633 -0.90006  0.097
C -0.03033 0.88440 2.06749  -0.077
H -1.25321 -1.45063 0.99453  0.116
H -1.77866 -0.81492 -1.90248  0.107
H 0.60566 -2.82691 0.18373  0.074
H 1.25558 2.59588 -0.28457  0.062
H -2.42980 0.09815 -0.47628  0.086
C 0.76750 0.01407 1.14370  -0.371
H -0.64071 0.40509 -1.23400  0.112
H -1.10102 0.79552 1.87478  0.064
C 0.73739 2.36150 -1.22772  -0.228
O 0.58830 0.98455 -1.43218  -0.339
H 1.34302 2.77743 -2.04123  0.070
H -0.22307 2.90039 -1.22030  0.074
H 0.17490 0.62892 3.10678  0.073

=====

Run two
C6H15NO in the gas phase. Source: OMol25; level of theory: ωB97M-V/def2-TZVPD.

SMILES: CC(C)[C@H](C)NCO
LUMO level, eV: 0.971
HOMO, eV: -8.8
Kohn-Sham gap, eV: 9.820
Total charge: 0

Each line ends with the Löwdin charge.
Positions of all 23 atoms, in Å:
H -0.06595 0.49114 2.51097  0.077
H -2.20911 -0.61641 -1.47000  0.081
C -0.93660 1.21579 0.65507  -0.403
H -1.55890 -0.34064 2.09652  0.070
O 1.61789 -2.32631 -1.04885  -0.065
C -1.04898 0.62811 2.05180  -0.073
C -1.53760 -0.86189 -0.64728  -0.032
C -0.48044 0.22191 -0.42412  -0.389
H -0.50239 3.29027 1.10724  0.074
C -0.00528 2.43499 0.66268  -0.079
H -2.13533 -1.05363 0.24058  0.063
H 1.04506 -0.48735 0.83046  0.121
N 0.86670 -0.22133 -0.12507  -0.011
H -1.60511 1.30172 2.68814  0.076
H -0.41228 0.87409 -1.30463  0.132
C 1.62822 -0.89756 -1.10473  -0.289
H -1.87555 1.64081 0.28504  0.137
H 2.68374 -0.67099 -0.99268  0.117
H -1.06983 -1.83363 -0.85766  0.063
H 0.89460 2.24796 1.24796  0.073
H 0.31005 2.63186 -0.36068  0.076
H 1.23342 -0.56212 -2.06700  0.126
H 0.71686 -2.66383 -1.10636  0.054

=====

Run three
2 unconnected molecules or ions with the total composition C6H15NO. Source: OMol25; level of theory: ωB97M-V/def2-TZVPD.

SMILES: CC/C(C)=C(/C)N.O
LUMO level, eV: 0.881
HOMO, eV: -7.7
Kohn-Sham gap, eV: 8.611
Total charge: 0

Each line ends with the Löwdin charge.
Positions of all 23 atoms, in Å:
O -1.47136 -0.30138 2.61861  -0.062
H -0.14207 -2.23531 1.45815  0.074
H -1.00902 1.82616 -1.50083  0.106
H 1.18574 2.98484 -1.71242  0.083
C -0.12763 1.55177 -0.86747  -0.240
H 1.29338 -2.62821 0.46917  0.097
H -0.28435 2.07936 0.07967  0.110
H -1.27132 -0.08514 -2.59892  0.078
C -0.33722 0.01486 -0.64031  -0.238
H 1.65597 1.01370 0.65389  0.068
N 1.50069 0.07411 0.98540  0.111
H -0.60173 -0.34488 2.19786  -0.011
H 0.95896 1.63936 -2.71943  0.069
C -1.41575 -0.49752 -1.60057  -0.048
H 2.31956 -0.38097 1.34206  0.094
H -1.86046 -1.16930 2.45680  0.032
H 2.07403 1.46331 -1.36358  0.067
H -1.38434 -1.58676 -1.48015  0.057
C 1.10906 1.87090 -1.66911  -0.121
C 0.33665 -2.03404 0.48470  -0.050
C 0.49877 -0.57039 0.26995  -0.416
H -2.37973 -0.11772 -1.25530  0.082
H -0.20561 -2.40115 -0.38330  0.058

=====

Which of them is least stable? Easy: run one.

=====

Run one
A molecular structure, C6H15NO. Source: OMol25; level of theory: ωB97M-V/def2-TZVPD.

LUMO level, eV: 0.772
HOMO, eV: -8.1
Kohn-Sham gap, eV: 8.852
Total charge: 0

Each line ends with the Löwdin charge.
Positions of all 23 atoms, in Å:
H -1.20781 -0.65217 0.88407  0.028
N -1.69563 -4.37065 0.73643  0.015
H 2.05710 0.07209 0.64862  0.097
C -0.28450 -1.12222 0.52920  -0.054
C 0.77193 1.69985 0.00888  -0.404
H 1.11665 2.63518 -1.91226  0.122
H -1.12996 2.08676 0.97349  0.081
H 0.92357 0.86806 -1.97810  0.127
H -0.84089 3.08179 -0.45278  0.077
H -1.34954 -2.56615 -0.14432  -0.008
H 3.19096 2.18955 -0.95914  0.089
H -3.14267 -3.10787 -0.10866  0.065
H -1.26959 1.38092 -0.64229  0.080
C 1.35935 1.69001 -1.40711  -0.254
C -2.10183 -3.34160 0.14493  -0.175
C -0.70697 2.08542 -0.03033  -0.076
H 0.13109 -1.83619 1.24860  0.028
H 0.67486 -0.62659 -0.25217  0.125
H -2.44687 -4.98645 1.05329  0.032
C 1.00788 0.36326 0.71704  -0.166
O 2.76021 1.46515 -1.42554  -0.064
H 1.30840 2.47249 0.57863  0.139
H 0.87425 0.51936 1.78953  0.094

=====

Run two
2 unconnected molecules or ions with the total composition C6H15NO. Source: OMol25; level of theory: ωB97M-V/def2-TZVPD.

SMILES: CC(N)=O.CC(C)C
LUMO level, eV: 0.777
HOMO, eV: -9.6
Kohn-Sham gap, eV: 10.328
Total charge: 0

Each line ends with the Löwdin charge.
Positions of all 23 atoms, in Å:
C -0.10574 1.01548 0.33655  -0.477
H -1.31573 1.44914 2.09697  0.077
H -0.27646 2.42777 -1.45401  0.130
H -1.58826 -2.94183 -1.28076  0.129
C 0.26870 -2.63697 -0.12663  -0.654
O 0.15358 -3.50744 0.68551  0.050
H -1.72136 -1.80568 -0.14865  0.084
C -0.92212 -2.11349 -0.81328  -0.025
C 1.24647 1.54058 0.97612  -0.079
H 2.03807 0.76302 0.82719  0.069
H -1.27262 2.64713 0.83052  0.055
C -1.31934 1.62096 1.02739  -0.083
H 1.12164 1.68053 2.05367  0.071
H -0.69449 -1.28114 -1.45945  0.048
N 1.42832 -1.97831 -0.17087  0.161
H -0.04914 -0.16622 0.47582  0.115
C 0.00931 1.27327 -1.19552  -0.112
H -2.21927 1.18204 0.56285  0.084
H 2.32300 -2.34263 0.22456  0.149
H 1.41511 -1.07173 -0.52323  0.036
H -0.97079 0.98962 -1.73163  0.084
H 0.83327 0.85602 -1.63900  0.027
H 1.61784 2.39987 0.44588  0.060

=====

Run three
2 unconnected molecules or ions with the total composition C6H15NO. Source: OMol25; level of theory: ωB97M-V/def2-TZVPD.

SMILES: CC/C=C/NCC.O
LUMO level, eV: 0.747
HOMO, eV: -7.8
Kohn-Sham gap, eV: 8.591
Total charge: 0

Each line ends with the Löwdin charge.
Positions of all 23 atoms, in Å:
H 2.38573 0.45514 -2.27794  0.095
C -2.08015 -0.81372 -0.74882  -0.262
H 2.76659 1.77146 0.44246  0.066
C 2.95382 0.99129 -0.29428  -0.112
N -0.90726 -1.58065 -1.15490  -0.062
H 3.95331 0.98468 -0.72450  0.061
H -0.56516 0.95162 4.55728  0.036
C 0.34464 -0.94461 -1.30597  -0.164
H -1.63975 -1.30502 1.36015  0.069
H 1.04097 -1.61652 -1.80487  0.118
H 2.92936 0.01946 0.20098  0.062
H -0.73521 -2.46960 -0.71148  0.111
H 1.71896 2.02056 -1.68642  0.095
H -0.45560 1.17562 3.03846  0.021
H -3.22815 -1.60764 0.91854  0.058
C 0.61370 0.33763 -1.07663  -0.143
H -1.87853 0.21309 -0.99822  0.086
O -0.94247 1.44707 3.82015  -0.062
H -2.87871 -1.11156 -1.41014  0.102
C -2.42827 -0.90048 0.73860  -0.082
H -0.04164 0.94291 -0.45991  0.097
C 1.92146 0.97994 -1.45310  -0.262
H -2.84764 0.05935 1.03057  0.070

=====

Which of them is least stable? Easy: run one.